DFT (ωB97M-V/def2-TZVPD) results for CH2IN in the gas phase.

Results
SMILES string: C=NI
Relative energy (zero: lowest compared OMol25 entry of this formula, charge and spin), kcal per mole: 18.9
E_HOMO, eV: -9.385

```
5
Properties=species:S:1:pos:R:3:forces:R:3:lowdin_charge:R:1
C -0.2497 0.1852 0.3690 0.0 -2.9 1.2 -0.2477
N -0.8389 0.5904 1.3860 -1.5 0.5 1.4 -0.4527
I -1.6087 2.6056 1.5565 0.9 -1.1 -0.4 0.5640
H -0.0837 -0.9880 0.3390 0.0 2.4 0.0 0.1193
H 0.1094 0.8052 -0.3687 0.7 1.1 -2.1 0.0171
```
Positions in Å, forces in eV/Å.

=====

DFT (ωB97M-V/def2-TZVPD) results for a molecular structure, C24H32Cl2N3O3Sn.

Results
Net charge: -1
E_HOMO (spin up / spin down), eV: -0.035 / -2.373

```
65
Properties=species:S:1:pos:R:3:forces:R:3:lowdin_charge:R:1
O -4.9020 1.7765 -1.7835 1.6 0.7 2.3 -0.1317
C -5.5530 1.5485 -2.7833 -2.5 -1.5 -1.9 -0.3889
C -6.6957 0.6275 -2.8606 2.4 2.0 -0.3 -0.2664
C -7.1237 -0.0800 -1.7354 -0.7 -0.8 0.9 -0.0827
H -6.5973 0.0630 -0.8019 0.1 0.0 0.0 0.0921
C -8.1996 -0.9415 -1.8306 0.5 0.4 0.1 -0.1462
H -8.5326 -1.4905 -0.9600 0.0 -0.1 0.1 0.0790
C -8.8571 -1.1044 -3.0467 -0.8 -0.8 0.3 -0.1878
H -9.6994 -1.7799 -3.1175 -0.1 -0.1 0.0 0.0621
C -8.4372 -0.4040 -4.1693 0.8 0.8 -0.4 -0.1608
H -8.9503 -0.5328 -5.1127 -0.1 0.0 -0.1 0.0739
C -7.3583 0.4599 -4.0756 -1.2 -0.7 -0.8 -0.1120
H -7.0228 1.0109 -4.9461 0.0 0.1 -0.1 0.0852
H -5.3068 2.0520 -3.7426 0.0 0.0 -0.2 0.0766
C -0.1961 -1.7950 -2.4148 0.0 -0.2 -0.3 -0.1468
C 0.7751 -1.1522 -1.4819 1.5 -1.0 -1.3 -0.4173
H 0.2686 -2.5153 -3.0924 0.0 0.0 0.1 0.0623
H -0.6922 -1.0336 -3.0154 0.0 0.0 0.0 0.0539
H -0.9842 -2.3032 -1.8636 -0.1 0.0 0.1 0.0561
C 2.1052 -1.2596 -1.5658 -0.1 -0.1 -0.3 -0.2212
C 2.9133 -2.0155 -2.5785 0.1 -0.1 -0.1 -0.0943
H 2.7111 -0.7169 -0.8441 0.1 0.0 -0.1 0.0771
H 2.3013 -2.6080 -3.2530 0.0 0.0 0.0 0.0567
H 3.6245 -2.6908 -2.0943 0.0 0.0 0.0 0.0650
H 3.5083 -1.3335 -3.1926 0.0 0.0 0.0 0.0719
Sn 0.0000 0.0000 0.0000 -2.2 -0.6 -0.7 0.4573
Cl -1.1843 -1.7358 1.0190 -0.6 -1.5 0.6 0.1474
Cl -1.7500 0.8182 -1.2604 -0.9 0.7 -0.6 0.2201
C 1.9839 -1.6090 1.3850 0.6 -0.3 0.5 -0.3090
O 1.6011 -0.4326 1.2604 1.6 -0.2 0.9 -0.1442
N 3.1052 -1.9508 2.0248 -0.6 0.2 -0.3 -0.1504
C 3.9833 -0.9514 2.5979 0.1 0.1 0.1 -0.0168
C 3.4991 -3.3377 2.1468 0.0 -0.1 0.0 -0.0295
H 1.4031 -2.4365 0.9836 -0.1 -0.1 0.0 0.1095
H 3.5691 0.0301 2.4023 0.0 0.1 0.1 0.0943
H 4.9757 -1.0226 2.1521 0.0 -0.1 -0.1 0.0931
H 4.0755 -1.0984 3.6742 -0.1 0.0 0.0 0.0961
H 2.7611 -3.9730 1.6673 -0.1 0.0 0.0 0.0959
H 3.5784 -3.6246 3.1958 0.0 0.0 0.0 0.0957
H 4.4652 -3.5043 1.6694 0.0 0.0 0.0 0.0925
H 3.3827 4.3289 -0.7767 0.0 0.0 0.0 0.0962
H 1.2407 5.8418 -0.5435 0.0 0.0 0.0 0.0942
C 2.7711 3.7059 -1.4299 0.0 0.0 0.0 -0.0179
C 0.7500 5.1164 -1.1935 -0.1 0.1 0.0 -0.0297
N 1.3722 3.8162 -1.0696 -0.3 -0.6 0.2 -0.1590
H 3.0765 2.6714 -1.3324 0.0 -0.1 0.0 0.0877
C 0.6710 2.7554 -0.6620 0.3 0.9 -0.2 -0.2666
O 1.1626 1.6217 -0.5379 1.3 1.3 -0.2 -0.1154
H -0.2969 5.0512 -0.9149 -0.1 0.0 0.0 0.0991
H -0.3806 2.9404 -0.4509 -0.1 0.0 0.0 0.1068
H 2.9196 4.0308 -2.4595 0.0 0.0 0.0 0.0967
H 0.8146 5.4749 -2.2211 0.0 0.0 0.0 0.0960
N -0.6080 1.0091 1.6302 -0.8 1.3 -0.8 -0.0103
C -0.4549 1.1757 2.7650 1.4 -0.4 4.7 -0.0927
C -0.0322 1.0794 4.1439 -1.2 0.6 -3.4 -0.2484
C 0.7766 -0.0196 4.4833 1.1 -1.4 1.2 -0.0804
C 1.2827 -0.1654 5.7730 -0.5 0.2 -1.2 -0.1266
C 0.9934 0.7949 6.7404 0.2 0.1 0.7 -0.1593
C 0.1855 1.8935 6.4163 -0.4 0.0 -1.5 -0.1188
C -0.3373 2.0364 5.1191 0.4 0.8 2.2 -0.0827
H 1.0209 -0.7729 3.7494 -0.1 0.0 -0.1 0.0801
H 1.9056 -1.0192 6.0148 0.0 0.0 0.0 0.0867
H 1.3999 0.6860 7.7379 -0.1 0.1 0.0 0.0753
H -0.0240 2.6379 7.1716 -0.1 0.1 0.0 0.0856
H -0.9423 2.8984 4.8746 -0.1 0.0 0.0 0.0959
```
Positions in Å, forces in eV/Å.

=====

DFT (ωB97M-V/def2-TZVPD) results for 2 unconnected molecules or ions with the total composition CH5FSi.

Results
Relative energy (zero: lowest compared OMol25 entry of this formula, charge and spin), kcal per mole: 90.8
E_HOMO (spin up / spin down), eV: -9.249 / -7.306

```
8
Properties=species:S:1:pos:R:3:forces:R:3:lowdin_charge:R:1
C 0.5146 -0.8166 1.3033 0.1 1.8 3.1 0.0200
F 0.9300 0.3124 2.0560 -0.9 -1.8 -1.1 -0.1271
Si -0.8968 0.5527 -1.9670 -1.0 -2.8 1.8 0.5896
H 1.0923 -0.8794 0.4489 0.9 -0.3 -1.7 0.0069
H 0.2366 -1.6513 1.9457 0.0 0.3 -0.3 0.0566
H -0.7629 1.3666 -3.0713 0.4 1.4 -1.4 -0.2334
H -0.4255 0.7813 -0.5557 -0.2 0.1 -0.9 -0.1719
H -1.5763 -0.8315 -2.2800 0.7 1.4 0.4 -0.1407
```
Positions in Å, forces in eV/Å.

=====

DFT (ωB97M-V/def2-TZVPD) results for a molecular structure, C19H16Cl5OP2S4V.

Results
Net charge: -1
Multiplicity: 4
Relative energy (zero: lowest compared OMol25 entry of this formula, charge and spin), kcal per mole: 8.4
E_HOMO (spin up / spin down), eV: -3.259 / -3.824

```
48
Properties=species:S:1:pos:R:3:forces:R:3:lowdin_charge:R:1
V 0.4781 0.8126 0.5684 -0.1 0.1 -0.9 -0.2454
Cl -1.3038 1.8265 3.7009 -0.4 0.1 0.4 0.6687
C 0.3180 2.2769 3.3576 0.4 -0.2 -0.2 -0.6985
C 0.9449 1.6392 2.2884 0.7 1.2 2.1 -0.3610
C 2.2753 1.9969 2.0920 -0.7 0.3 1.0 -0.6999
Cl 2.9798 1.2137 0.7262 1.0 -0.2 -0.7 0.7546
C 2.9702 2.9220 2.8418 0.0 0.3 0.1 -0.7042
Cl 4.6181 3.3051 2.4998 0.1 0.0 0.0 0.6565
C 2.2848 3.5752 3.8687 0.1 -0.2 -0.2 -0.7134
Cl 3.0866 4.7679 4.8148 0.1 0.1 0.1 0.6485
C 0.9526 3.2490 4.1194 0.0 0.0 0.1 -0.7044
Cl 0.1056 4.0870 5.3655 -0.1 0.0 0.1 0.6524
C 2.3716 -0.9278 -1.8017 -0.1 0.1 0.1 -0.2647
P 0.7440 -0.0864 -1.5668 0.5 -0.6 -1.7 0.7967
C 0.6653 0.7223 -3.2100 0.0 0.0 0.1 -0.2578
C -0.4256 -1.4611 -1.6427 -0.3 -0.2 0.0 -0.3782
C -1.2371 -1.7271 -2.7403 0.2 -0.1 0.1 -0.0913
C -2.3338 -2.5599 -2.6051 -0.1 -0.1 0.0 -0.0950
C -2.6093 -3.1485 -1.3809 0.0 -0.1 0.0 -0.0839
C -1.7792 -2.9266 -0.2914 0.1 -0.1 -0.1 -0.0932
C -0.6938 -2.0697 -0.4029 -0.1 0.0 -0.4 -0.4073
P 0.3107 -1.4714 1.0014 -0.3 -1.7 0.6 0.7968
C -0.7093 -1.8740 2.4669 0.1 0.1 -0.1 -0.2763
C 1.5150 -2.8803 1.2011 -0.1 0.4 -0.1 -0.2377
H 2.2848 -1.6948 -2.5734 0.1 0.0 0.0 0.0474
H 2.6952 -1.3615 -0.8579 0.1 -0.1 -0.1 -0.0037
H 3.1098 -0.1797 -2.0988 0.0 0.0 0.0 0.0389
H 1.1372 0.1075 -3.9796 0.0 0.0 0.0 0.0452
H 1.2098 1.6658 -3.1026 -0.1 -0.1 -0.1 0.0387
H -0.3626 0.9462 -3.4940 0.1 0.1 0.0 0.0133
H -1.0299 -1.2699 -3.7003 0.0 0.1 0.1 0.1000
H -2.9919 -2.7107 -3.4514 0.0 -0.1 0.0 0.1020
H -3.4931 -3.7601 -1.2610 0.0 -0.1 0.0 0.0987
H -2.0197 -3.3804 0.6598 0.0 0.0 0.1 0.0962
H -1.6622 -1.3533 2.3843 0.0 -0.1 0.1 0.0001
H -0.1703 -1.4896 3.3348 -0.1 -0.1 0.0 0.0451
H -0.8637 -2.9504 2.5636 0.0 0.0 0.1 0.0345
H 0.9569 -3.8105 1.3148 0.0 0.0 0.0 0.0368
H 2.1144 -2.6973 2.0942 0.0 -0.1 0.0 0.0407
H 2.1785 -2.9714 0.3444 0.0 0.0 0.0 0.0176
O -4.1937 2.3072 -3.9222 -0.4 0.1 -0.4 -0.0948
C -3.4383 2.1642 -2.9986 0.4 0.0 0.3 -1.0524
S -1.9642 3.1169 -2.7850 0.0 0.0 0.2 0.9315
C -1.3973 2.3413 -1.2993 -0.7 -0.3 -0.5 -1.1701
C -2.1780 1.3424 -0.8193 -0.1 0.5 -0.7 -1.1164
S -1.8646 0.5463 0.6654 -0.9 -0.2 0.5 0.5882
S -3.6413 0.9580 -1.7299 0.2 0.0 0.1 0.9483
S 0.0556 2.8726 -0.5588 0.5 1.2 -0.1 0.5522
```
Positions in Å, forces in eV/Å.

=====

DFT (ωB97M-V/def2-TZVPD) results for a molecular structure, C42H41CeNO3P2S.

Results
Net charge: +2
E_HOMO (spin up / spin down), eV: -12.490 / -12.490

```
91
Properties=species:S:1:pos:R:3:forces:R:3:lowdin_charge:R:1
Ce -3.0088 -1.7456 -3.0205 0.5 1.7 1.0 1.2712
C 2.1830 -0.7423 -0.1596 0.2 0.0 -0.5 -0.1021
C 1.8815 -1.4605 -1.2443 -0.5 0.1 0.0 -0.1042
C 2.4157 -2.8088 -1.6522 -0.1 -0.6 -0.4 -0.1917
C 1.4911 -4.0273 -1.4160 -0.2 0.5 0.2 -0.1740
C 0.9570 -3.9720 0.0001 0.2 -0.6 -0.6 -0.1340
C 1.6730 -3.6191 1.0654 -1.1 0.2 0.4 -0.1006
C 2.9270 -2.8034 1.1787 1.3 -0.6 0.6 -0.1915
C 2.8798 -1.2662 1.0454 0.1 -0.2 0.3 -0.1655
C -4.7965 -0.5940 -2.1953 -0.3 0.2 0.2 -0.1843
H 1.9794 0.3356 -0.1405 -0.6 -0.5 0.0 0.0976
H 1.1158 -1.0544 -1.9214 0.6 0.3 0.0 0.0758
H 3.3627 -3.0299 -1.1554 -0.2 0.3 -0.5 0.0999
H 2.6172 -2.7747 -2.7274 0.3 0.1 0.0 0.0987
H 0.6320 -4.0689 -2.1302 0.5 0.2 0.2 0.0843
H 2.0709 -4.9694 -1.5850 -0.5 0.7 0.1 0.1288
H -0.0939 -4.2681 0.0983 0.5 -0.5 0.4 0.0952
H 1.2406 -3.9120 2.0288 -0.1 0.6 -0.2 0.1125
H 3.7240 -3.1579 0.5293 0.0 -0.2 0.1 0.0967
H 3.3058 -3.0157 2.1834 0.1 0.2 -0.1 0.1141
H 2.3731 -0.8710 1.9346 0.0 0.1 -0.2 0.1123
H 3.9142 -0.8729 1.0954 -0.4 -0.2 0.1 0.1303
H -4.3014 0.3556 -1.8930 -0.2 -0.4 -0.3 0.0565
H -4.9243 -1.1897 -1.2659 0.1 0.1 -0.3 0.0438
H -5.7815 -0.4178 -2.6771 0.8 -0.2 0.0 0.0687
P -3.1177 -2.4328 -5.8680 1.1 -1.1 -0.8 0.9758
P -5.0655 -3.9963 -3.8441 -1.1 -1.4 -0.4 1.0093
C -2.8547 -4.2081 -5.4910 -0.8 -0.3 0.7 -0.3014
C -3.7909 -4.8694 -4.7766 1.0 0.3 -0.7 -0.3165
C -3.6714 -2.4801 -7.6409 -0.5 0.1 -0.4 -0.3600
C -3.1912 -3.5643 -8.3831 0.1 -0.2 0.0 -0.0963
C -3.4660 -3.7097 -9.7431 0.0 0.1 0.2 -0.0457
C -4.2427 -2.7594 -10.4078 0.2 0.1 0.4 -0.0402
C -4.7425 -1.6720 -9.6810 0.1 -0.1 0.1 -0.0532
C -4.4826 -1.5329 -8.3090 0.2 -0.2 0.3 -0.0738
C -1.3293 -2.0591 -5.9234 -0.3 1.0 -0.3 -0.3881
C -0.4506 -2.3097 -4.8334 -0.7 0.6 0.2 -0.1337
C 0.6718 -1.4852 -4.7092 0.2 0.2 0.0 -0.0486
C 1.0502 -0.6385 -5.7525 -0.3 -0.1 -0.1 -0.0224
C 0.2980 -0.5780 -6.9284 -0.1 -0.1 0.3 -0.0213
C -0.9546 -1.1880 -6.9612 0.5 -0.1 0.5 -0.0618
C -6.4215 -5.0607 -4.6165 -1.0 0.0 -0.6 -0.3241
C -6.5704 -5.0841 -6.0216 0.2 -0.1 0.0 -0.0989
C -7.3907 -6.0243 -6.6652 0.0 0.0 0.3 -0.0581
C -8.1377 -6.9443 -5.9088 0.3 0.3 0.2 -0.0528
C -8.0493 -6.9013 -4.5099 0.1 0.2 -0.3 -0.0501
C -7.2135 -5.9574 -3.8819 0.1 -0.2 0.2 -0.0736
C -4.8923 -4.8169 -2.2277 0.4 0.5 0.4 -0.4266
C -5.5799 -4.2916 -1.1185 0.1 -0.1 0.1 -0.1057
C -5.5231 -4.9461 0.1149 0.1 -0.2 0.1 -0.0431
C -4.7385 -6.1040 0.2600 -0.2 0.1 -0.2 -0.0337
C -4.0108 -6.5945 -0.8316 -0.1 0.1 0.2 -0.0413
C -4.0860 -5.9441 -2.0614 0.2 -0.3 0.3 -0.0850
H -1.9831 -4.7137 -5.9377 -0.6 0.2 0.1 0.1084
H -3.8570 -5.9589 -4.8232 0.3 0.2 0.3 0.1082
H -2.5959 -4.3228 -7.8813 0.0 0.1 -0.3 0.0952
H -3.0520 -4.5648 -10.2761 -0.1 0.2 0.1 0.1205
H -4.4298 -2.8608 -11.4813 0.0 0.1 0.5 0.1248
H -5.3328 -0.9213 -10.2083 0.1 -0.2 0.3 0.1192
H -4.9155 -0.6935 -7.7637 0.2 -0.1 -0.2 0.1113
H -0.6468 -3.0667 -4.0351 0.1 0.4 -0.7 0.0958
H 1.2217 -1.4342 -3.7708 0.0 -0.4 -0.4 0.0802
H 1.9007 0.0233 -5.6431 0.1 -0.2 0.0 0.1242
H 0.6625 -0.0164 -7.7811 -0.1 0.1 0.1 0.1241
H -1.6595 -0.9724 -7.7598 0.3 -0.1 0.0 0.1080
H -6.0008 -4.3842 -6.6329 -0.1 -0.1 0.0 0.0932
H -7.4426 -6.0587 -7.7626 0.0 0.2 0.6 0.1180
H -8.7787 -7.6841 -6.4104 0.4 0.4 0.3 0.1221
H -8.6251 -7.6202 -3.9102 0.3 0.5 -0.2 0.1210
H -7.1615 -5.9599 -2.7947 0.0 0.0 -0.2 0.1028
H -6.1595 -3.3732 -1.2271 0.0 -0.3 0.0 0.1070
H -6.1035 -4.5711 0.9674 0.3 -0.1 -0.4 0.1254
H -4.7039 -6.6302 1.2197 0.0 0.3 -0.4 0.1244
H -3.3955 -7.4954 -0.7316 -0.2 0.4 0.0 0.1246
H -3.4985 -6.3344 -2.8844 -0.1 0.0 0.2 0.0941
O -0.6651 -1.6350 1.1556 -1.0 0.6 -0.1 -0.2552
S -1.6886 -0.6517 0.9031 0.6 -0.5 -0.6 0.7060
O -2.8909 -0.6483 1.6753 0.2 0.2 -0.4 -0.2547
N -2.1042 -0.7172 -0.7756 0.2 -0.7 -1.0 -0.1123
C -1.5023 0.2373 -1.4864 -0.7 -0.7 0.5 -0.4858
O -1.5240 0.1578 -2.7878 -1.0 -0.7 0.7 -0.1330
C -0.8629 1.2697 -0.6510 0.5 0.4 -0.2 -0.1441
C -0.1109 2.3669 -1.0740 -0.2 -0.2 -0.1 0.0174
C 0.6782 3.0283 -0.1359 0.0 0.0 -0.2 -0.0337
C 0.7125 2.6221 1.2047 -0.1 -0.2 -0.5 -0.0271
C -0.0027 1.4993 1.6188 -1.0 0.3 -0.2 -0.0130
C -0.8721 0.9098 0.6923 1.0 -0.1 0.4 -0.1979
H -0.1821 2.6703 -2.1222 0.4 -0.1 0.4 0.1340
H 1.3395 3.8169 -0.4862 -0.3 0.1 0.2 0.1221
H 1.3122 3.1858 1.9067 0.1 -0.2 0.0 0.1232
H 0.0615 1.1410 2.6400 -0.1 0.0 -0.1 0.1341
```
Positions in Å, forces in eV/Å.

=====

DFT (ωB97M-V/def2-TZVPD) results for a molecular structure, C8H11ClNO6Sn.

Results
Net charge: +1
Relative energy (zero: lowest compared OMol25 entry of this formula, charge and spin), kcal per mole: 5.9
E_HOMO, eV: -12.789

```
28
Properties=species:S:1:pos:R:3:forces:R:3:lowdin_charge:R:1
Sn 0.2957 0.0175 -1.6677 -0.1 0.2 0.4 1.6164
C 0.6805 -2.2767 1.0504 0.0 0.1 0.0 -0.0151
C 1.4356 -3.0191 0.2365 -0.1 -0.1 0.1 -0.0442
C 2.5677 -2.2135 -0.2522 0.1 0.2 0.0 -0.0561
C 2.4897 -0.9721 0.2524 0.1 0.0 0.0 -0.1066
C 1.3158 -0.9180 1.1965 0.1 -0.2 0.1 -0.2931
H -0.2150 -2.5696 1.5779 0.0 0.0 0.0 0.1342
H 1.2688 -4.0538 -0.0228 0.0 0.0 0.0 0.1226
H 3.3524 -2.5903 -0.8924 0.0 0.0 0.0 0.1218
H 3.2116 -0.1734 0.1507 0.0 0.0 0.0 0.1213
H 1.6245 -0.7453 2.2295 0.0 0.0 0.0 0.1724
N -0.4980 2.3083 -1.1342 0.0 -0.2 -0.1 -0.0807
C -0.4440 2.8582 0.2438 0.0 -0.1 0.2 -0.1920
C -1.1184 1.9344 1.2602 0.0 -0.1 -0.2 -0.0601
C -0.2333 0.8528 1.8115 -0.2 0.2 0.3 -0.4371
O -0.0700 0.5903 2.9587 0.0 -0.1 -0.2 0.1916
O 0.4225 0.1650 0.8061 0.0 -0.1 -0.5 -0.1637
H -0.0904 2.9865 -1.7717 0.1 0.0 -0.1 0.1052
H -1.4778 2.2308 -1.4016 0.0 0.0 -0.1 0.0860
H -0.9574 3.8188 0.2722 0.1 0.0 0.0 0.1312
H 0.5994 3.0241 0.5105 0.0 0.1 0.0 0.1323
H -1.9840 1.4495 0.7981 -0.1 0.1 0.1 0.1250
H -1.4638 2.5106 2.1142 0.0 0.0 0.0 0.1418
O -2.2853 0.0926 -1.2066 0.1 0.4 0.3 -0.3965
Cl -2.2089 -1.0757 -2.0797 0.2 0.0 -0.2 0.6444
O -3.4401 -1.6611 -2.3347 -0.6 -0.3 -0.1 -0.1859
O -1.2563 -1.9644 -1.4258 0.3 -0.3 0.3 -0.3985
O -1.5214 -0.6064 -3.2798 0.1 0.3 -0.4 -0.4164
```
Positions in Å, forces in eV/Å.

=====

| no. | largest force on an atom (hartree/bohr) |
| --- | --- |
| 1 | 0.061 |
| 2 | 0.097 |
| 3 | 0.070 |
| 4 | 0.049 |
| 5 | 0.040 |
| 6 | 0.013 |